The following is a quantum chemistry calculation of a structure of composition C22H41BrIrNP3Se at a distorted geometry, from OMol25.

For the relative energy (zero: lowest compared OMol25 entry of this formula, charge and spin), the calculation gives 323.8 kJ/mol. The value obtained for the HOMO-LUMO gap (spin up / spin down) is 3.59 / 3.56 eV. The expectation value of S² is 6.0487. Its HOMO energy (spin up / spin down) is -0.45325 / -0.58283 Ha. The calculation puts the molar mass at 763.6 g mol⁻¹. As for the total energy: -191032.13181 eV. For the LUMO energy (spin up / spin down), the calculation gives -8.7 / -12.3 eV.

```
! RIJCOSX wB97M-V def2-TZVPD def2/J DEFGRID3
* xyz 3 5
Ir -0.18 -0.09 0.78
P -1.01 -2.17 0.64
P 1.96 -1.01 0.95
P -1.98 0.93 -0.32
H 2.04 1.92 -0.89
C 1.34 2.57 -0.34
C 0.48 2.03 0.57
H 0.96 1.09 1.22
C -0.81 -2.99 -1.00
C -0.30 -3.44 1.78
C -2.81 -2.42 0.95
C 3.37 0.17 0.74
C 2.47 -1.68 2.58
C 2.36 -2.21 -0.38
C -2.14 2.66 -0.98
C -3.43 0.91 0.79
C -2.46 -0.07 -1.77
H 1.49 3.67 -0.44
H -0.25 2.71 1.06
H -1.34 -3.95 -1.00
H 0.24 -3.18 -1.23
H -1.24 -2.38 -1.80
H -0.95 -4.32 1.79
H -0.24 -3.05 2.81
H 0.69 -3.75 1.48
H -3.01 -3.50 1.06
H -3.44 -2.03 0.14
H -3.12 -1.93 1.88
H 4.29 -0.37 1.01
H 3.28 1.03 1.44
H 3.44 0.53 -0.29
H 3.57 -1.75 2.53
H 2.04 -2.66 2.81
H 2.22 -0.99 3.40
H 3.46 -2.32 -0.45
H 2.01 -1.81 -1.34
H 1.94 -3.19 -0.18
H -3.11 2.75 -1.53
H -1.32 2.86 -1.68
H -2.16 3.40 -0.16
H -4.13 1.65 0.39
H -3.14 1.20 1.81
H -3.91 -0.07 0.81
H -3.20 0.51 -2.33
H -2.92 -1.02 -1.47
H -1.58 -0.24 -2.40
C 1.47 0.24 -4.99
C 1.52 0.95 -3.79
C 1.40 2.34 -3.77
C 1.15 3.04 -4.95
C 1.17 2.37 -6.17
C 1.34 0.96 -6.21
Se 1.49 -1.68 -5.02
H 0.44 -1.84 -3.93
H 1.59 0.37 -2.87
H 1.50 2.92 -2.86
H 0.93 4.11 -4.95
H 1.08 2.91 -7.12
H 1.32 0.37 -7.15
Br 0.66 3.54 5.44
C 0.01 1.87 4.85
C -0.83 1.10 5.67
C -1.36 -0.08 5.15
C -1.12 -0.39 3.80
N -0.32 0.38 3.00
C 0.40 1.38 3.59
H -1.03 1.40 6.70
H -1.97 -0.78 5.75
H -1.55 -1.29 3.37
H 1.26 1.83 3.06
*
```


The following is a quantum chemistry calculation of an isolated molecule of C8H10N2O at a distorted geometry, from OMol25.

For the relative energy (zero: lowest compared OMol25 entry of this formula, charge and spin), the calculation gives 439.9 kJ/mol. The value obtained for the HOMO-LUMO gap is 8.80 eV. The SMILES is CON1CC=Cc2cc[nH]c21. Its HOMO energy is -0.28848 Ha. The calculation puts the molar mass at 150.2 g mol⁻¹. As for the total energy: -13481.77378 eV. For the LUMO energy, the calculation gives 0.9 eV.

```
! RIJCOSX wB97M-V def2-TZVPD def2/J DEFGRID3
* xyz 0 1
C -1.67 1.56 -0.28
O -1.87 0.64 0.80
N -0.90 -0.16 1.28
C 0.28 0.59 1.84
C 1.41 0.91 0.92
C 1.80 0.10 -0.09
C 0.86 -1.00 -0.51
C 0.86 -2.02 -1.51
C -0.39 -2.71 -1.39
N -1.00 -2.25 -0.19
C -0.28 -1.19 0.24
H -2.12 2.51 -0.06
H -2.19 1.29 -1.16
H -0.70 1.79 -0.54
H 0.65 -0.13 2.53
H -0.21 1.46 2.30
H 2.00 1.70 1.32
H 2.62 0.45 -0.74
H 1.61 -2.12 -2.30
H -0.94 -3.49 -1.92
H -2.00 -2.27 -0.06
*
```


The following is a quantum chemistry calculation of a cluster of 10 separate species, C43H92N11O13P in total at a distorted geometry, from OMol25.

The value obtained for the HOMO-LUMO gap is 9.33 eV. The SMILES is CCOP(=O)(CCC[C@](C#N)(CCC(C)C)[C@H](O)C#N)OCC.CNC(C)=O.CNC(C)=O.CNC(C)=O.CNC(C)=O.CNC(C)=O.CNC(C)=O.CNC(C)=O.CNC(C)=O.CNC(C)=O. Its HOMO energy is -0.33172 Ha. The calculation puts the molar mass at 1002.2 g mol⁻¹. As for the total energy: -98374.45329 eV. For the LUMO energy, the calculation gives 0.3 eV.

```
! RIJCOSX wB97M-V def2-TZVPD def2/J DEFGRID3
* xyz 0 1
C -8.47 -3.37 0.98
C -7.09 -3.87 0.19
O -6.94 -3.09 -1.05
P -5.72 -3.75 -2.11
O -5.19 -5.18 -1.62
C -4.14 -2.62 -2.13
C -4.49 -1.06 -1.69
C -3.36 0.04 -2.06
C -2.24 0.40 -0.94
C -2.21 2.08 -0.86
N -2.22 3.38 -0.69
C -0.72 0.02 -1.53
C -0.46 -1.59 -1.67
C 0.73 -2.20 -0.74
C 0.26 -3.77 -0.37
C 0.95 -1.46 0.70
C -2.51 -0.10 0.58
O -2.53 -1.56 0.79
C -3.81 0.68 1.29
N -4.91 1.23 1.68
O -6.22 -3.95 -3.76
C -6.96 -5.20 -3.97
C -5.99 -6.41 -4.55
H -8.23 -3.21 2.14
H -8.87 -2.37 0.51
H -9.31 -4.18 0.85
H -7.23 -5.03 0.01
H -6.20 -3.64 0.95
H -3.45 -3.07 -1.27
H -3.55 -2.67 -3.14
H -5.47 -0.78 -2.32
H -4.84 -1.11 -0.57
H -2.78 -0.37 -3.02
H -3.91 1.02 -2.44
H 0.10 0.61 -0.95
H -0.72 0.46 -2.64
H -1.45 -2.19 -1.51
H -0.15 -1.80 -2.81
H 1.76 -2.33 -1.30
H -0.90 -3.75 -0.09
H 0.39 -4.51 -1.27
H 0.80 -4.14 0.63
H 0.00 -1.40 1.39
H 1.75 -2.11 1.30
H 1.48 -0.40 0.54
H -1.57 0.29 1.22
H -3.22 -1.85 1.46
H -7.81 -5.00 -4.76
H -7.46 -5.47 -2.93
H -6.48 -6.82 -5.54
H -4.91 -6.03 -4.84
H -5.90 -7.27 -3.75
C 0.95 7.64 0.11
N 1.08 7.44 -1.31
C 0.38 6.58 -2.10
C -0.66 5.71 -1.46
O 0.62 6.53 -3.31
H 0.69 8.69 0.28
H 1.92 7.43 0.57
H 0.19 7.00 0.56
H 1.76 7.99 -1.82
H -1.13 5.08 -2.21
H -0.20 5.07 -0.71
H -1.43 6.34 -1.00
C 1.47 5.50 -8.54
N 0.50 4.56 -8.01
C 0.30 4.20 -6.71
C 1.17 4.83 -5.67
O -0.58 3.39 -6.43
H 0.92 6.29 -9.06
H 2.10 4.96 -9.25
H 2.09 5.94 -7.76
H -0.13 4.10 -8.66
H 0.90 4.45 -4.68
H 2.22 4.58 -5.85
H 1.04 5.91 -5.66
C -11.09 -9.01 0.79
N -10.30 -7.84 0.49
C -10.57 -6.86 -0.42
C -11.84 -6.96 -1.22
O -9.79 -5.92 -0.55
H -11.36 -8.98 1.85
H -10.48 -9.89 0.59
H -12.00 -9.06 0.19
H -9.44 -7.70 0.99
H -11.92 -6.11 -1.90
H -11.82 -7.88 -1.82
H -12.71 -6.96 -0.56
C 0.92 3.87 3.65
N 1.26 5.23 3.29
C 2.46 5.85 3.41
C 3.61 5.07 3.98
O 2.58 7.02 3.05
H 0.56 3.36 2.75
H 0.12 3.91 4.39
H 1.77 3.33 4.06
H 0.53 5.82 2.89
H 4.50 5.70 4.02
H 3.37 4.75 5.00
H 3.82 4.20 3.35
C 8.67 5.21 2.77
N 7.49 4.65 3.37
C 7.25 3.35 3.69
C 8.31 2.33 3.38
O 6.18 3.03 4.21
H 9.09 5.96 3.45
H 8.38 5.70 1.84
H 9.43 4.45 2.55
H 6.73 5.27 3.61
H 7.98 1.34 3.69
H 8.51 2.31 2.31
H 9.23 2.57 3.93
C -0.19 -3.11 -6.71
N 0.65 -2.85 -5.57
C 1.38 -3.75 -4.84
C 1.32 -5.20 -5.24
O 2.06 -3.36 -3.89
H 0.19 -2.53 -7.55
H -1.20 -2.77 -6.46
H -0.22 -4.17 -6.98
H 0.75 -1.90 -5.24
H 1.95 -5.79 -4.58
H 0.29 -5.56 -5.17
H 1.69 -5.32 -6.27
C 2.81 11.32 6.46
N 4.20 11.02 6.21
C 4.71 10.02 5.43
C 3.75 9.10 4.74
O 5.93 9.90 5.32
H 2.62 12.34 6.12
H 2.64 11.26 7.54
H 2.13 10.64 5.95
H 4.91 11.60 6.64
H 4.30 8.35 4.16
H 3.14 8.57 5.48
H 3.11 9.66 4.06
C 6.13 -0.51 1.14
N 4.95 -1.07 1.74
C 4.70 -2.38 2.06
C 5.77 -3.39 1.75
O 3.63 -2.69 2.58
H 6.54 0.23 1.82
H 5.83 -0.03 0.21
H 6.89 -1.27 0.92
H 4.18 -0.45 1.98
H 5.43 -4.39 2.06
H 5.97 -3.41 0.68
H 6.68 -3.15 2.30
C 3.61 -6.91 5.70
N 4.27 -6.27 4.59
C 5.32 -6.74 3.86
C 5.89 -8.09 4.21
O 5.77 -6.06 2.94
H 2.55 -7.04 5.44
H 3.69 -6.26 6.57
H 4.04 -7.89 5.94
H 3.94 -5.36 4.30
H 6.72 -8.32 3.54
H 6.26 -8.07 5.24
H 5.12 -8.86 4.10
*
```


The following is a quantum chemistry calculation of an isolated molecule of H2I4Si2 at a distorted geometry, from OMol25.

For the relative energy (zero: lowest compared OMol25 entry of this formula, charge and spin), the calculation gives 0.0 kJ/mol. The value obtained for the HOMO-LUMO gap is 8.66 eV. The SMILES is I[SiH](I)[SiH](I)I. Its HOMO energy is -0.35168 Ha. The calculation puts the molar mass at 565.8 g mol⁻¹. As for the total energy: -48193.70261 eV. For the LUMO energy, the calculation gives -0.9 eV.

```
! RIJCOSX wB97M-V def2-TZVPD def2/J DEFGRID3
* xyz 0 1
I -2.86 -1.43 0.65
Si -0.88 -0.57 -0.65
I 0.49 -2.51 -1.51
Si 0.71 0.71 0.73
I 0.89 2.79 -0.56
I 2.96 -0.16 1.29
H -1.48 0.12 -1.83
H 0.18 1.04 1.89
*
```


The following is a quantum chemistry calculation of a structure of composition C12H12NO2 at a distorted geometry, from OMol25.

For the relative energy (zero: lowest compared OMol25 entry of this formula, charge and spin), the calculation gives 104.7 kJ/mol. The value obtained for the HOMO-LUMO gap (spin up / spin down) is 6.33 / 7.62 eV. Its HOMO energy (spin up / spin down) is -0.45207 / -0.45739 Ha. The calculation puts the molar mass at 202.2 g mol⁻¹. As for the total energy: -18213.39119 eV. For the LUMO energy (spin up / spin down), the calculation gives -6.0 / -4.8 eV.

```
! RIJCOSX wB97M-V def2-TZVPD def2/J DEFGRID3
* xyz 1 1
C -1.83 -1.80 -3.26
C -0.50 -1.96 -2.86
C -2.67 -0.94 -2.56
C -0.01 -1.26 -1.78
C -2.20 -0.24 -1.47
C -0.85 -0.36 -1.08
C 2.37 0.97 2.49
C 1.00 -0.28 1.10
C 3.15 -0.01 1.60
C -0.04 1.80 1.82
C -1.05 1.24 0.80
C 0.88 0.64 2.23
N -0.31 0.43 -0.13
O 2.82 1.80 3.21
O 2.16 -0.59 0.73
H -2.20 -2.35 -4.11
H 0.14 -2.65 -3.39
H -3.69 -0.83 -2.86
H 1.00 -1.40 -1.44
H -2.86 0.44 -0.95
H 3.92 0.47 1.00
H 3.62 -0.79 2.21
H 0.55 2.58 1.36
H -0.56 2.22 2.68
H -1.85 0.68 1.30
H -1.50 2.07 0.24
H 0.49 0.14 3.12
*
```


The following is a quantum chemistry calculation of a structure of composition C8H12AgF2N2O10 at a distorted geometry, from OMol25.

The value obtained for the HOMO-LUMO gap (spin up / spin down) is 6.95 / 2.87 eV. The expectation value of S² is 2.0232. Its HOMO energy (spin up / spin down) is -0.17433 / -0.16757 Ha. The calculation puts the molar mass at 442.1 g mol⁻¹. As for the total energy: -41367.70979 eV. For the LUMO energy (spin up / spin down), the calculation gives 2.2 / -1.7 eV.

```
! RIJCOSX wB97M-V def2-TZVPD def2/J DEFGRID3
* xyz -1 3
Ag 0.35 -0.13 2.34
F -0.71 -1.95 3.14
F 1.96 0.08 4.11
N -0.62 2.68 4.29
O -0.31 2.44 5.44
O -1.10 3.78 3.85
O -0.63 1.70 3.59
N 3.75 -1.09 1.25
O 4.41 -0.71 0.29
O 4.28 -1.36 2.28
O 2.52 -0.87 1.34
O -1.36 -0.27 0.81
C -2.01 -1.00 0.04
O -2.23 -0.63 -1.29
C -3.20 -1.43 -1.94
C -3.83 -2.16 -0.80
C -2.70 -2.34 0.25
H -2.69 -2.20 -2.51
H -3.91 -1.01 -2.65
H -4.55 -2.94 -1.05
H -4.56 -1.43 -0.45
H -2.07 -3.16 -0.11
H -3.08 -2.47 1.26
O 1.05 1.59 0.52
C 1.30 1.61 -0.64
O 1.76 2.78 -1.18
C 2.22 2.42 -2.50
C 2.33 0.96 -2.59
C 1.33 0.50 -1.63
H 3.24 2.74 -2.74
H 1.57 2.86 -3.26
H 3.32 0.52 -2.54
H 2.16 0.55 -3.59
H 1.61 -0.44 -1.16
H 0.41 0.36 -2.19
*
```


Q: The highest molar mass belongs to which entry?
A: C43H92N11O13P